(1)
Entry from the OMol25 dataset: CH3NOS2 in the gas phase in a non-equilibrium geometry (ωB97M-V/def2-TZVPD).

Last column: Löwdin charge in e.
Element x y z (Å)
C: 1.11 0.22 -0.09  -0.32
N: -0.99 -1.50 -0.10  -0.18
O: -1.98 -1.38 0.52  -0.09
S: -0.58 0.27 -0.79  0.39
S: -1.60 1.56 0.19  0.12
H: 1.63 -0.12 -0.90  0.00
H: 1.01 -0.24 0.84  0.02
H: 1.39 1.19 0.32  0.05

HOMO energy (alpha / beta), Ha: -0.31276 / -0.31275
Largest force on an atom, eV/A: 3.19
Total charge: 0
LUMO energy (alpha / beta), eV: -0.9 / -0.9
Gap between HOMO and LUMO (alpha / beta), eV: 7.6 / 7.6

(2)
Entry from the OMol25 dataset: a molecular structure, C3HGdO in a non-equilibrium geometry (ωB97M-V/def2-TZVPD).

Last column: Löwdin charge in e.
Element x y z (Å)
O: 1.20 -0.08 0.03  -0.10
C: 0.01 0.16 -0.08  -0.20
C: -1.12 0.90 0.20  0.34
C: -1.48 -0.35 0.00  0.35
H: -2.13 -1.22 -0.09  0.18
Gd: 3.51 0.58 -0.05  2.42

Spin multiplicity: 9
HOMO energy (alpha / beta), Ha: -0.84386 / -0.90376
Largest force on an atom, eV/A: 4.98
Total charge: +3
LUMO energy (alpha / beta), eV: -16.1 / -19.8
Gap between HOMO and LUMO (alpha / beta), eV: 6.8 / 4.7

(3)
Entry from the OMol25 dataset: 2 unconnected molecules or ions with the total composition C2H5NO2 in a non-equilibrium geometry (ωB97M-V/def2-TZVPD).

Last column: Löwdin charge in e.
Element x y z (Å)
O: 0.15 -2.29 2.48  0.03
N: 1.04 -1.84 1.80  -0.06
O: 1.58 -2.87 0.92  -0.04
H: 2.08 -2.49 0.21  0.06
C: -0.58 0.80 -0.06  -0.06
C: 0.09 -0.26 -0.35  -0.13
H: -1.67 0.65 -0.28  0.08
H: -0.38 1.67 0.39  0.01
H: 1.15 -0.48 -0.24  0.03
H: -0.43 -1.13 -0.82  0.07

HOMO energy, Ha: -0.38479
Largest force on an atom, eV/A: 4.59
Total charge: 0
Structure (SMILES): O=NO.C=C
LUMO energy, eV: -0.3
Gap between HOMO and LUMO, eV: 10.2

(4)
Entry from the OMol25 dataset: C4H8N2O in the gas phase in a non-equilibrium geometry (ωB97M-V/def2-TZVPD).

Last column: Löwdin charge in e.
Element x y z (Å)
N: -0.83 2.44 0.62  0.16
C: -0.86 1.30 0.41  -0.19
C: -0.77 -0.16 0.32  -0.40
N: -2.07 -0.78 0.04  0.05
C: 0.30 -0.62 -0.69  -0.15
C: 1.60 0.16 -0.56  -0.27
O: 2.07 0.20 0.78  -0.07
H: -0.39 -0.43 1.31  0.15
H: -2.18 -1.60 0.63  0.08
H: -2.83 -0.15 0.28  0.08
H: -0.10 -0.54 -1.71  0.12
H: 0.48 -1.68 -0.49  0.12
H: 1.47 1.18 -0.96  0.12
H: 2.38 -0.32 -1.16  0.12
H: 1.71 1.00 1.19  0.08

HOMO energy, Ha: -0.37020
Largest force on an atom, eV/A: 1.06
Total charge: 0
Structure (SMILES): N#C[C@@H](N)CCO
LUMO energy, eV: 0.7
Gap between HOMO and LUMO, eV: 10.8

(5)
Entry from the OMol25 dataset: a molecular structure, C19H28CoF6NO13S2 in a non-equilibrium geometry (ωB97M-V/def2-TZVPD).

Last column: Löwdin charge in e.
Element x y z (Å)
Co: 0.37 1.85 -0.14  0.95
C: -4.23 5.39 -0.81  -0.56
F: -5.08 6.21 -1.36  0.21
F: -3.13 5.93 -0.17  0.11
F: -4.91 4.64 0.12  0.11
S: -3.42 4.37 -2.30  0.74
O: -4.31 4.43 -3.43  -0.25
O: -2.11 4.98 -2.61  -0.30
N: -3.00 2.79 -1.55  -0.22
S: -4.39 2.08 -1.53  0.59
O: -4.39 1.09 -0.47  -0.12
O: -5.60 2.86 -1.54  -0.17
C: -4.39 0.94 -3.20  -0.66
F: -4.40 1.67 -4.30  0.17
F: -3.34 0.27 -3.22  0.23
F: -5.51 0.17 -3.15  0.15
O: -0.30 -2.97 -0.27  0.04
C: -0.49 -4.20 -0.08  -0.39
O: 0.04 -4.87 1.02  -0.02
C: -0.28 -6.28 1.04  -0.14
C: -1.23 -6.41 -0.14  -0.16
C: -0.90 -5.27 -1.13  -0.05
H: -0.71 -6.63 1.99  0.12
H: 0.74 -6.65 0.96  0.13
H: -2.22 -6.34 0.29  0.12
H: -1.05 -7.39 -0.59  0.12
H: -1.78 -4.96 -1.70  0.12
H: -0.09 -5.51 -1.82  0.13
O: 1.61 0.92 -4.36  0.11
C: 1.57 0.38 -5.41  -0.51
O: 2.07 -0.87 -5.48  0.04
C: 1.67 -1.45 -6.68  -0.17
C: 1.47 -0.23 -7.59  -0.17
C: 1.16 0.94 -6.75  -0.08
H: 0.74 -1.95 -6.41  0.12
H: 2.11 -2.30 -7.21  0.13
H: 0.60 -0.30 -8.25  0.12
H: 2.35 -0.10 -8.22  0.12
H: 0.11 1.18 -6.59  0.14
H: 1.81 1.81 -6.88  0.14
O: -1.64 1.13 3.91  0.05
C: -2.06 0.78 5.02  -0.49
O: -1.53 -0.21 5.72  0.04
C: -2.04 -0.14 7.02  -0.14
C: -3.37 0.70 6.85  -0.13
C: -3.08 1.66 5.69  -0.08
H: -1.19 0.24 7.58  0.13
H: -2.19 -1.18 7.33  0.13
H: -3.79 1.10 7.77  0.11
H: -4.14 0.07 6.40  0.11
H: -2.69 2.64 5.96  0.13
H: -3.99 1.68 5.08  0.13
O: 4.39 0.16 1.48  0.07
C: 5.19 -0.77 1.67  -0.52
O: 5.15 -1.55 2.71  0.06
C: 6.06 -2.64 2.72  -0.14
C: 6.60 -2.62 1.36  -0.17
C: 6.33 -1.19 0.88  -0.08
H: 5.60 -3.62 2.85  0.14
H: 6.90 -2.42 3.39  0.14
H: 6.27 -3.26 0.54  0.13
H: 7.67 -2.68 1.56  0.12
H: 6.07 -1.04 -0.16  0.14
H: 7.26 -0.70 1.17  0.14
C: 1.75 5.66 2.88  -0.15
O: 1.69 5.06 1.58  -0.14
H: 2.29 6.61 2.93  0.08
H: 0.79 5.90 3.33  0.07
H: 2.13 4.90 3.56  0.08
H: 2.42 5.50 1.14  0.07

Spin multiplicity: 4
HOMO energy (alpha / beta), Ha: -0.43437 / -0.43437
Largest force on an atom, eV/A: 5.68
Total charge: +1
LUMO energy (alpha / beta), eV: -5.1 / -8.4
Gap between HOMO and LUMO (alpha / beta), eV: 6.7 / 3.4

(6)
Entry from the OMol25 dataset: 3 unconnected molecules or ions with the total composition C17H29N2O6PS2 in a non-equilibrium geometry (ωB97M-V/def2-TZVPD).

Last column: Löwdin charge in e.
Element x y z (Å)
C: -0.92 3.82 1.55  0.02
C: -0.22 3.59 0.16  -0.47
O: 0.96 3.87 0.07  0.10
O: -0.85 3.12 -1.00  -0.06
C: -1.56 1.88 -0.77  -0.15
C: -0.78 0.80 0.05  -0.11
C: -1.55 0.04 1.04  -0.01
C: -0.89 -1.07 1.88  -0.05
C: 0.54 -1.34 1.70  -0.34
P: 1.47 -2.65 2.69  0.36
S: 2.84 -1.71 3.72  0.06
C: 1.36 -0.59 0.68  -0.32
N: 2.68 -0.68 0.36  -0.27
S: 3.08 0.40 -0.85  1.00
N: 1.56 1.10 -1.04  -0.22
C: 0.69 0.50 -0.17  -0.25
H: -0.18 4.40 2.18  0.10
H: -1.86 4.43 1.49  0.08
H: -1.08 2.84 2.10  0.09
H: -1.75 1.44 -1.80  0.15
H: -2.60 2.04 -0.33  0.12
H: -2.64 0.27 1.15  0.11
H: -1.51 -1.65 2.62  0.10
H: 0.61 -3.36 3.58  -0.02
H: 2.05 -3.51 1.69  -0.02
C: -6.28 6.47 -1.92  -0.11
O: -5.61 5.41 -2.58  -0.19
C: -4.19 5.46 -2.41  -0.19
C: -3.72 4.45 -1.38  -0.20
O: -4.18 4.80 -0.07  -0.20
C: -5.28 4.02 0.34  -0.11
H: -7.34 6.26 -1.92  0.09
H: -5.94 6.57 -0.88  0.08
H: -6.10 7.41 -2.45  0.09
H: -3.87 6.47 -2.14  0.13
H: -3.75 5.21 -3.38  0.13
H: -2.63 4.46 -1.35  0.11
H: -4.04 3.44 -1.65  0.12
H: -4.95 3.00 0.58  0.08
H: -6.06 3.98 -0.42  0.09
H: -5.70 4.46 1.25  0.09
C: 5.49 -4.61 0.87  -0.10
O: 4.24 -5.15 0.49  -0.21
C: 4.16 -5.40 -0.91  -0.20
C: 4.34 -6.88 -1.23  -0.20
O: 5.66 -7.31 -0.94  -0.19
C: 5.73 -8.04 0.28  -0.11
H: 5.55 -4.64 1.96  0.09
H: 6.33 -5.19 0.47  0.08
H: 5.57 -3.57 0.54  0.09
H: 4.90 -4.79 -1.46  0.13
H: 3.16 -5.08 -1.24  0.12
H: 4.18 -7.03 -2.30  0.12
H: 3.60 -7.48 -0.69  0.12
H: 5.29 -9.03 0.16  0.09
H: 5.23 -7.51 1.10  0.08
H: 6.78 -8.16 0.54  0.09

HOMO energy, Ha: -0.30985
Largest force on an atom, eV/A: 4.04
Total charge: 0
Structure (SMILES): CC(=O)OCc1ccc([PH2]=S)c2nsnc12.COCCOC.COCCOC
LUMO energy, eV: -1.4
Gap between HOMO and LUMO, eV: 7.0

(7)
Entry from the OMol25 dataset: a molecular structure, C9H19NPZr in a non-equilibrium geometry (ωB97M-V/def2-TZVPD).

Last column: Löwdin charge in e.
Element x y z (Å)
C: -3.05 -1.63 0.64  -0.32
Zr: -2.19 -0.97 -1.31  1.15
N: -1.43 -0.65 -3.61  -0.07
H: -3.50 0.10 -1.82  -0.08
H: -1.66 0.30 -3.89  0.06
H: -1.48 -2.55 -1.64  -0.09
H: -3.94 -2.23 0.41  0.00
H: -3.39 -0.76 1.22  0.00
H: -2.41 -2.23 1.30  0.00
H: -0.41 -0.74 -3.64  0.04
H: -1.82 -1.29 -4.31  0.07
C: 0.30 -1.64 0.37  -0.29
P: 0.26 -0.05 -0.63  0.89
C: -1.25 0.94 -0.04  -0.35
C: 1.54 0.85 0.33  -0.39
C: 2.91 0.74 0.02  -0.09
C: 3.88 1.26 0.88  -0.06
C: 3.50 1.89 2.07  -0.05
C: 2.15 1.94 2.43  -0.06
C: 1.19 1.39 1.59  -0.10
H: -0.42 -2.44 0.15  -0.01
H: 0.26 -1.40 1.44  0.06
H: 1.29 -2.06 0.14  0.06
H: -1.54 0.78 1.00  0.05
H: -0.93 1.98 -0.19  0.08
H: -2.21 0.93 -0.70  -0.03
H: 3.20 0.22 -0.90  0.11
H: 4.94 1.18 0.64  0.12
H: 4.24 2.34 2.74  0.12
H: 1.83 2.39 3.38  0.12
H: 0.15 1.38 1.93  0.09

HOMO energy, Ha: -0.47165
Largest force on an atom, eV/A: 1.80
Total charge: +1
LUMO energy, eV: -4.2
Gap between HOMO and LUMO, eV: 8.6

(8)
Entry from the OMol25 dataset: a molecular structure, C12H20N2O2S5SbTl (ωB97M-V/def2-TZVPD).

Last column: Löwdin charge in e.
Element x y z (Å)
Tl: 0.79 -0.14 0.13  0.31
S: 5.93 -2.81 -0.11  -0.59
Sb: 3.83 -2.39 0.79  0.03
S: 3.90 0.14 1.19  -0.40
S: 2.26 0.36 2.45  -0.43
S: 2.30 -2.35 -1.09  -0.42
C: 1.15 4.41 0.15  0.00
C: 0.68 3.40 -0.87  -0.55
O: 1.29 2.39 -1.10  -0.04
N: -0.47 3.75 -1.56  0.05
C: -1.32 2.69 -2.10  -0.13
C: -2.41 2.34 -1.11  -0.27
C: -3.76 2.49 -1.41  -0.04
C: -4.70 2.19 -0.44  -0.09
C: -4.26 1.74 0.79  -0.08
C: -2.89 1.62 1.00  -0.12
N: -1.98 1.93 0.08  0.12
H: 2.02 4.01 0.65  0.09
H: 0.36 4.57 0.89  0.08
H: 1.38 5.36 -0.33  0.07
H: -1.00 4.52 -1.16  0.12
H: -0.65 1.84 -2.25  0.11
H: -1.75 2.99 -3.05  0.11
H: -4.06 2.83 -2.39  0.10
H: -5.76 2.30 -0.64  0.10
H: -4.96 1.49 1.58  0.10
H: -2.48 1.27 1.94  0.12
C: -4.45 -2.37 -1.42  -0.16
C: -3.66 -2.87 -0.21  -0.40
S: -1.98 -2.13 -0.18  0.76
O: -1.54 -2.23 1.24  -0.57
C: -1.14 -3.46 -1.11  -0.42
C: -0.84 -4.66 -0.23  -0.15
H: -5.47 -2.75 -1.40  0.06
H: -3.98 -2.70 -2.36  0.06
H: -4.49 -1.28 -1.43  0.06
H: -3.58 -3.96 -0.19  0.07
H: -4.11 -2.53 0.72  0.08
H: -0.19 -3.01 -1.42  -0.03
H: -1.77 -3.68 -1.98  0.08
H: -0.34 -4.32 0.68  0.07
H: -0.15 -5.32 -0.76  0.07
H: -1.74 -5.22 0.04  0.06

HOMO energy, Ha: 0.00735
Largest force on an atom, eV/A: 0.53
Total charge: -2
LUMO energy, eV: 3.7
Gap between HOMO and LUMO, eV: 3.5

(9)
Entry from the OMol25 dataset: C3H3FP2 in the gas phase in a non-equilibrium geometry (ωB97M-V/def2-TZVPD).

Last column: Löwdin charge in e.
Element x y z (Å)
C: 0.65 0.97 -0.22  -0.33
C: -1.49 -1.03 -0.25  -0.81
C: 1.43 0.08 0.30  -0.27
F: 2.64 0.25 0.77  0.06
P: -1.09 0.64 -0.84  0.70
P: -2.53 -0.04 0.78  0.54
H: 0.87 2.02 -0.42  0.06
H: -1.45 -2.04 -0.55  -0.03
H: 0.98 -0.85 0.44  0.08

Spin multiplicity: 3
HOMO energy (alpha / beta), Ha: -0.25368 / -0.33368
Largest force on an atom, eV/A: 3.26
Total charge: 0
LUMO energy (alpha / beta), eV: 0.2 / -2.6
Gap between HOMO and LUMO (alpha / beta), eV: 7.1 / 6.5

(10)
Entry from the OMol25 dataset: a molecular structure, C4H4BiO6 in a non-equilibrium geometry (ωB97M-V/def2-TZVPD).

Last column: Löwdin charge in e.
Element x y z (Å)
O: -1.98 -0.35 0.70  0.13
C: -2.08 0.75 0.04  -0.56
O: -1.45 1.79 0.26  -0.16
O: -2.40 0.48 -1.20  0.41
Bi: 0.47 2.38 0.40  2.30
O: 2.95 -0.08 -1.05  0.24
C: 2.29 0.69 -0.38  -0.75
C: -0.75 -1.11 0.83  -0.03
O: 2.56 1.89 -0.06  -0.09
O: 0.93 0.47 -0.24  -0.26
C: 0.13 -0.96 -0.39  0.09
H: -1.08 -2.15 0.95  0.18
H: -0.28 -0.78 1.76  0.16
H: -0.29 -1.35 -1.32  0.17
H: 0.97 -1.66 -0.29  0.16

Spin multiplicity: 2
HOMO energy (alpha / beta), Ha: -0.70968 / -0.70951
Largest force on an atom, eV/A: 8.02
Total charge: +2
LUMO energy (alpha / beta), eV: -12.2 / -12.8
Gap between HOMO and LUMO (alpha / beta), eV: 7.1 / 6.5

(11)
Entry from the OMol25 dataset: C5H9NO in the gas phase (ωB97M-V/def2-TZVPD).

Last column: Löwdin charge in e.
Element x y z (Å)
O: -2.22 -0.80 1.14  -0.03
C: -1.36 -0.76 0.03  -0.36
C: 0.13 -1.13 0.29  -0.04
C: 0.52 0.28 -0.15  -0.47
C: 1.77 0.72 -0.78  -0.11
N: 1.41 1.18 0.56  0.05
C: -0.93 0.64 -0.47  -0.04
H: -1.86 -0.20 1.81  0.09
H: -1.84 -1.38 -0.73  0.14
H: 0.52 -1.94 -0.33  0.11
H: 0.33 -1.36 1.35  0.12
H: 1.75 1.50 -1.55  0.10
H: 2.58 -0.01 -0.90  0.11
H: 1.95 0.67 1.26  0.09
H: -1.33 1.47 0.12  0.12
H: -1.13 0.84 -1.53  0.11

HOMO energy, Ha: -0.35076
Largest force on an atom, eV/A: 0.34
Total charge: 0
Structure (SMILES): O[C@H]1C[C@]2(CN2)C1
LUMO energy, eV: 1.0
Gap between HOMO and LUMO, eV: 10.6

(12)
Entry from the OMol25 dataset: C21H32N4O2 in the gas phase (ωB97M-V/def2-TZVPD).

Last column: Löwdin charge in e.
Element x y z (Å)
C: -2.20 -4.55 -1.01  -0.08
C: -1.26 -3.47 -1.53  -0.25
N: -1.16 -2.36 -0.59  -0.19
C: 0.13 -1.69 -0.62  -0.25
C: 1.17 -2.44 0.22  -0.07
C: -2.27 -1.43 -0.67  -0.12
C: -2.65 -0.97 0.75  -0.31
O: -3.24 -2.04 1.46  -0.01
C: -3.61 0.18 0.69  -0.18
C: -4.97 0.21 0.84  -0.03
C: -5.39 1.53 0.56  -0.08
C: -4.28 2.25 0.23  -0.09
N: -3.19 1.43 0.32  -0.02
C: -1.87 1.81 0.02  -0.22
C: -0.87 1.71 0.98  -0.01
C: 0.44 2.01 0.65  -0.02
C: 0.77 2.42 -0.64  -0.21
C: 2.21 2.64 -1.00  -0.14
N: 2.96 1.40 -1.04  0.07
C: 3.70 1.00 0.04  -0.57
O: 3.93 1.72 0.99  0.06
N: 4.17 -0.29 -0.05  0.07
C: 5.24 -0.75 0.82  -0.43
C: 5.02 -2.21 1.17  -0.06
C: 6.61 -0.53 0.16  -0.05
C: -0.24 2.56 -1.58  -0.03
C: -1.55 2.26 -1.26  -0.01
H: -3.21 -4.16 -0.87  0.07
H: -2.25 -5.37 -1.72  0.07
H: -1.84 -4.93 -0.06  0.07
H: -0.26 -3.91 -1.64  0.11
H: -1.59 -3.13 -2.52  0.12
H: 0.01 -0.69 -0.20  0.09
H: 0.50 -1.58 -1.65  0.12
H: 1.40 -3.41 -0.20  0.07
H: 0.78 -2.58 1.23  0.08
H: 2.08 -1.85 0.28  0.04
H: -3.14 -1.93 -1.10  0.13
H: -2.03 -0.56 -1.30  0.12
H: -1.73 -0.66 1.27  0.13
H: -2.68 -2.81 1.29  0.08
H: -5.58 -0.62 1.12  0.10
H: -6.40 1.89 0.60  0.09
H: -4.17 3.28 -0.03  0.12
H: -1.12 1.41 1.99  0.13
H: 1.22 1.92 1.39  0.12
H: 2.70 3.26 -0.24  0.13
H: 2.30 3.13 -1.97  0.12
H: 2.61 0.69 -1.67  0.13
H: 4.13 -0.74 -0.96  0.14
H: 5.17 -0.13 1.72  0.14
H: 5.81 -2.55 1.85  0.08
H: 4.06 -2.35 1.66  0.07
H: 5.05 -2.83 0.28  0.08
H: 6.74 0.52 -0.09  0.08
H: 6.69 -1.12 -0.75  0.08
H: 7.40 -0.83 0.84  0.08
H: 0.00 2.89 -2.58  0.11
H: -2.34 2.36 -1.99  0.12

HOMO energy, Ha: -0.29271
Largest force on an atom, eV/A: 0.68
Total charge: 0
Structure (SMILES): CCN(CC)C[C@H](O)c1cccn1-c1ccc(CNC(=O)NC(C)C)cc1
LUMO energy, eV: 0.6
Gap between HOMO and LUMO, eV: 8.6